C23H58F2N3O15RbS2 | ωB97M-V/def2-TZVPD

Geometry as XYZ:
```
104
Properties=species:S:1:pos:R:3:mulliken_charge:R:1
Rb 0.964 1.323 -1.494 0.684
N -1.456 1.227 0.291 -0.197
S -1.626 1.894 1.725 0.651
O -0.619 1.613 2.684 -0.538
O -2.960 2.041 2.219 -0.619
F -1.164 3.344 1.258 -0.233
S -1.735 -0.399 0.667 1.222
O -3.101 -0.739 0.792 -0.644
O -0.750 -1.035 1.464 -0.550
F -1.406 -0.930 -0.796 -0.213
C 2.853 1.375 1.741 -0.708
O 3.099 1.319 0.340 -0.016
C 4.315 1.837 -0.169 -0.560
C 4.484 1.531 -1.655 -0.847
N 3.747 2.442 -2.526 0.085
C 4.120 2.421 -3.933 -0.964
C 3.743 1.152 -4.657 -0.109
O 4.280 1.268 -5.945 -0.349
C 3.727 0.332 -6.856 -0.695
H 2.372 2.314 2.030 0.205
H 3.781 1.257 2.307 0.345
H 2.180 0.549 1.961 0.188
H 5.139 1.478 0.457 0.404
H 4.312 2.941 -0.091 0.261
H 4.295 0.453 -1.711 0.328
H 5.567 1.633 -1.849 0.412
H 4.012 3.370 -2.208 0.198
H 5.193 2.619 -4.096 0.354
H 3.652 3.265 -4.447 0.315
H 2.654 1.024 -4.596 0.218
H 4.266 0.303 -4.193 0.264
H 2.658 0.547 -6.991 0.274
H 3.793 -0.698 -6.484 0.288
H 4.253 0.420 -7.800 0.260
C 0.397 -4.189 -0.987 -1.479
C 0.276 -5.301 0.089 1.553
C -0.976 -5.022 0.894 -1.241
C -2.242 -5.459 0.177 -0.644
C -2.125 -6.954 -0.098 -1.233
C -0.877 -7.356 -0.892 1.604
N 0.294 -6.654 -0.426 0.435
O 1.429 -6.897 -1.221 -0.533
C -0.703 -8.871 -0.747 -1.935
C -1.171 -7.046 -2.380 -1.763
C 1.457 -5.089 1.067 -1.856
H 0.264 -3.229 -0.489 0.258
H -0.206 -4.341 -1.878 0.249
H 1.432 -4.113 -1.346 0.399
H -0.926 -5.577 1.846 0.366
H -1.042 -3.992 1.250 0.342
H -2.352 -4.851 -0.733 0.285
H -3.131 -5.175 0.743 0.382
H -2.998 -7.268 -0.669 0.514
H -2.057 -7.419 0.891 0.349
H -1.646 -9.416 -0.755 0.357
H -0.109 -9.254 -1.578 0.391
H -0.232 -9.038 0.225 0.470
H -1.430 -6.005 -2.560 0.338
H -0.309 -7.333 -2.984 0.376
H -2.000 -7.674 -2.719 0.474
H 2.432 -5.150 0.576 0.426
H 1.348 -5.767 1.911 0.467
H 1.465 -4.040 1.384 0.307
H 1.950 -7.526 -0.710 0.353
C -2.862 2.148 -3.208 -0.298
C -2.298 2.894 -4.387 -0.351
O -2.501 2.194 -5.607 -0.518
O -1.835 1.458 -2.473 -0.288
H -3.655 1.461 -3.512 0.326
H -3.328 2.882 -2.539 0.342
H -1.228 3.076 -4.249 0.150
H -2.780 3.875 -4.403 0.243
H -1.662 1.934 -5.990 0.303
H -2.189 1.323 -1.585 0.249
C 1.506 6.018 0.705 -0.635
C 1.160 5.984 2.172 -0.065
O 2.248 5.355 2.863 -0.571
O 1.367 4.771 0.021 -0.309
H 2.554 6.333 0.617 0.270
H 0.923 6.807 0.230 0.382
H 0.231 5.449 2.361 0.033
H 1.097 7.014 2.544 0.408
H 2.210 5.579 3.809 0.329
H 1.883 4.131 0.527 0.149
C -0.039 4.958 5.468 0.052
C 0.114 3.762 6.356 -0.365
O 0.567 4.228 7.621 -0.541
O 1.147 5.755 5.404 -0.554
H -0.907 5.567 5.753 0.250
H -0.275 4.706 4.438 -0.027
H 0.735 2.982 5.914 0.323
H -0.884 3.338 6.509 0.250
H 1.138 3.569 8.019 0.306
H 1.424 5.809 6.330 0.328
C -5.968 1.158 3.075 -0.379
C -6.512 2.004 1.951 -0.371
O -5.534 2.615 1.144 -0.532
O -5.208 1.927 3.996 -0.566
H -5.281 0.401 2.675 0.213
H -6.790 0.723 3.640 0.340
H -7.174 2.766 2.379 0.306
H -7.200 1.411 1.325 0.246
H -4.720 2.098 1.157 0.368
H -4.327 2.049 3.635 0.475
```

The orbital gap is 7.77 eV. For the HOMO energy, the calculation gives -8.1 eV. The energy comes out at -3224.06773 hartree. As for the spin multiplicity: 1. The total charge is 0.



C23H58F4N9O21S4 | ωB97M-V/def2-TZVPD

Geometry as XYZ:
```
119
Properties=species:S:1:pos:R:3:mulliken_charge:R:1
N 0.189 -0.821 -1.035 -0.845
S -0.287 0.644 -1.207 0.516
O 0.753 1.566 -1.557 -0.633
O -1.427 1.018 -0.432 0.088
F -0.972 0.274 -2.601 -0.091
S 0.976 -0.469 0.447 0.779
O 0.205 -0.330 1.654 -0.401
O 2.198 0.297 0.373 -0.324
F 1.493 -1.968 0.525 -0.511
N 2.909 -2.275 5.000 -0.455
S 4.408 -2.676 5.035 0.969
O 5.410 -1.912 4.324 -0.583
O 4.648 -4.072 5.206 -0.598
F 4.609 -2.144 6.530 -0.300
S 2.690 -2.631 3.407 0.820
O 2.592 -3.997 2.952 -0.588
O 3.221 -1.668 2.498 -0.160
F 1.108 -2.234 3.449 -0.181
C -2.385 0.575 -5.455 -0.395
C -3.488 -0.459 -5.410 0.384
O -3.503 -1.341 -4.617 -0.425
N -4.725 -0.129 -6.247 -0.162
H -4.775 0.857 -5.961 0.401
H -4.584 0.061 -7.245 0.442
C -6.033 -0.830 -5.904 -0.813
H -2.285 1.189 -6.348 0.407
H -1.447 0.004 -5.461 -0.007
H -2.436 1.050 -4.474 0.115
H -5.740 -1.736 -5.380 0.305
H -6.429 -1.161 -6.862 0.379
H -6.747 -0.181 -5.411 0.310
C 2.137 1.760 3.605 -0.470
C 3.208 1.334 4.532 0.283
O 4.358 1.511 4.303 -0.472
N 2.760 0.407 5.653 0.301
H 1.755 0.563 5.698 0.381
H 2.880 -0.598 5.358 0.127
C 3.436 0.761 6.972 -0.891
H 2.596 2.185 2.714 0.079
H 1.694 2.695 3.982 0.631
H 1.358 1.037 3.372 -0.157
H 3.037 1.726 7.272 0.400
H 4.517 0.679 6.934 0.343
H 3.058 0.029 7.684 0.398
C -1.967 -0.960 4.502 -0.479
C -2.846 0.251 4.630 0.377
O -3.493 0.486 5.595 -0.457
N -2.963 1.144 3.449 0.386
H -3.543 1.938 3.725 0.434
H -2.089 1.584 3.112 0.055
C -3.529 0.463 2.236 -0.401
H -2.308 -1.648 3.725 0.089
H -2.159 -1.493 5.431 0.506
H -0.917 -0.728 4.332 0.016
H -3.861 1.279 1.599 0.141
H -4.330 -0.264 2.353 0.364
H -2.687 -0.066 1.793 -0.048
C 4.248 -2.376 -1.298 -0.433
C 3.479 -1.778 -2.502 0.240
O 3.890 -0.930 -3.214 -0.395
N 2.071 -2.269 -2.760 0.671
H 1.866 -3.029 -2.103 0.611
H 1.318 -1.660 -2.354 -0.281
C 1.907 -2.801 -4.183 -0.560
H 3.472 -2.757 -0.643 0.016
H 4.886 -1.647 -0.812 0.059
H 4.855 -3.157 -1.758 0.444
H 0.955 -3.309 -4.037 0.382
H 2.794 -3.352 -4.476 0.284
H 1.731 -1.982 -4.879 0.181
C 5.164 0.952 0.813 -0.454
C 5.649 1.216 -0.585 0.340
O 6.256 0.448 -1.233 -0.384
N 5.102 2.551 -1.112 -0.059
H 5.008 3.272 -0.397 0.402
H 5.756 3.004 -1.758 0.426
C 3.821 2.305 -1.937 -0.531
H 4.455 0.130 0.887 -0.206
H 4.716 1.809 1.316 0.392
H 6.065 0.680 1.368 0.421
H 3.348 3.237 -2.231 0.432
H 3.160 1.722 -1.300 -0.188
H 4.146 1.706 -2.786 0.477
C -0.874 -3.901 1.656 -0.850
C -1.881 -3.093 0.848 0.729
O -2.874 -2.658 1.321 -0.425
N -1.582 -2.912 -0.620 0.413
H -0.745 -2.292 -0.763 0.012
H -1.329 -3.783 -1.088 0.527
C -2.726 -2.267 -1.434 -1.182
H -0.848 -3.596 2.695 0.194
H 0.134 -3.865 1.235 0.100
H -1.044 -4.975 1.534 0.483
H -3.045 -1.254 -1.207 0.152
H -3.469 -3.028 -1.207 0.550
H -2.365 -2.201 -2.458 0.619
C -3.463 3.677 -0.488 -0.793
C -4.174 2.653 -1.307 0.302
O -3.662 1.863 -2.031 -0.298
N -5.670 2.939 -1.602 -0.069
H -6.063 3.616 -0.945 0.427
H -5.746 3.292 -2.553 0.411
C -6.559 1.720 -1.306 -0.844
H -4.093 3.802 0.401 0.497
H -3.340 4.597 -1.063 0.446
H -2.491 3.398 -0.076 -0.242
H -6.711 1.514 -0.252 0.317
H -6.176 0.889 -1.890 0.300
H -7.485 2.094 -1.743 0.421
O 1.123 0.201 -4.060 0.181
C 1.536 0.688 -5.260 0.572
O 1.038 0.307 -6.354 -0.745
O 2.399 1.603 -5.214 -0.708
H 1.634 0.853 -3.542 -0.064
O 0.260 3.140 0.783 -0.264
C -0.247 3.493 1.976 0.520
O -1.342 3.007 2.362 -0.826
O 0.356 4.434 2.552 -0.735
H 1.156 3.483 0.723 0.202
```

The orbital gap is 4.76 eV. For the HOMO energy, the calculation gives -12.8 eV. The energy comes out at -4975.05807 hartree. As for the spin multiplicity: 1. The value obtained for the energy above the lowest of the compared OMol25 structures with the same formula, charge and spin is 68.16 kcal per mole. The total charge is +3.



C23H59NO10 | ωB97M-V/def2-TZVPD

Geometry as XYZ:
```
93
Properties=species:S:1:pos:R:3:mulliken_charge:R:1
C 0.895 0.490 0.582 -0.722
C -0.522 -0.236 0.834 0.777
C -1.774 0.678 1.245 -0.961
N -0.730 -1.545 0.761 -0.539
C 0.077 -2.290 1.777 -0.082
C -0.626 -3.690 2.090 -0.783
C -2.178 -3.603 2.488 -0.472
C -2.586 -2.323 3.361 0.254
C -3.913 -2.629 4.260 0.043
O -3.656 -2.116 5.613 -0.530
O 0.417 -1.495 2.947 -0.164
C 1.294 -2.168 3.819 -0.011
O 1.261 -1.882 5.047 -0.503
H 1.218 0.930 1.602 0.300
H 0.677 1.382 -0.095 0.076
H 1.685 -0.219 0.178 0.206
H -1.900 0.665 2.381 0.199
H -2.709 0.158 0.809 0.320
H -1.707 1.746 0.831 0.256
H 1.084 -2.539 1.251 0.484
H -0.578 -4.299 1.108 0.352
H -0.062 -4.336 2.861 0.316
H -2.394 -4.528 3.149 0.198
H -2.897 -3.709 1.594 0.304
H -1.752 -2.132 4.136 0.002
H -2.811 -1.411 2.718 -0.165
H -4.074 -3.761 4.408 -0.048
H -4.850 -2.150 3.788 0.229
H -3.307 -1.202 5.541 0.275
H 2.018 -3.007 3.502 0.354
C 2.293 0.473 -4.367 -1.039
C 2.238 -0.311 -3.071 -0.306
O 1.321 0.302 -2.167 -0.327
H 2.601 1.506 -4.178 0.261
H 2.995 0.018 -5.068 0.333
H 1.306 0.516 -4.835 0.394
H 3.220 -0.333 -2.595 0.118
H 1.919 -1.342 -3.250 0.320
H 0.453 0.309 -2.594 0.216
C 1.546 4.751 -1.897 -1.093
C 0.072 4.399 -1.908 0.088
O -0.180 3.368 -2.856 -0.407
H 1.868 5.081 -2.888 0.279
H 1.752 5.546 -1.176 0.375
H 2.151 3.877 -1.639 0.270
H -0.527 5.268 -2.187 0.173
H -0.255 4.057 -0.920 0.121
H 0.347 2.598 -2.596 0.237
C -3.069 6.924 -4.287 -0.904
C -3.676 5.729 -4.996 -0.231
O -2.666 4.779 -5.310 -0.477
H -2.308 7.395 -4.913 0.248
H -3.835 7.665 -4.044 0.334
H -2.574 6.614 -3.361 0.227
H -4.150 6.039 -5.929 0.282
H -4.432 5.245 -4.368 0.244
H -2.256 4.502 -4.478 0.255
C 0.517 0.215 8.735 -1.009
C -0.762 0.571 8.005 -0.218
O -0.546 0.558 6.600 -0.462
H 1.312 0.921 8.482 0.247
H 0.366 0.228 9.818 0.346
H 0.867 -0.778 8.441 0.313
H -1.097 1.572 8.285 0.315
H -1.560 -0.140 8.245 0.218
H -0.258 -0.334 6.357 0.262
C 1.975 2.080 -8.714 -0.995
C 2.450 0.643 -8.627 -0.234
O 1.751 -0.045 -7.595 -0.470
H 2.131 2.594 -7.763 0.233
H 2.508 2.620 -9.499 0.333
H 0.902 2.120 -8.926 0.328
H 3.516 0.606 -8.394 0.262
H 2.285 0.118 -9.573 0.285
H 0.810 -0.016 -7.812 0.270
C 6.388 0.605 -4.585 -0.813
C 6.443 -0.701 -3.817 -0.324
O 5.478 -1.610 -4.333 -0.495
H 5.392 1.049 -4.515 0.121
H 7.121 1.317 -4.197 0.343
H 6.589 0.437 -5.647 0.307
H 6.220 -0.534 -2.761 0.274
H 7.434 -1.159 -3.893 0.309
H 5.688 -1.758 -5.264 0.293
C -3.316 -6.205 7.320 -1.050
C -4.596 -5.842 6.593 -0.193
O -4.384 -5.857 5.186 -0.507
H -2.518 -5.503 7.064 0.255
H -3.464 -6.191 8.402 0.339
H -2.973 -7.201 7.024 0.328
H -4.923 -4.839 6.874 0.268
H -5.397 -6.548 6.836 0.295
H -4.103 -6.749 4.942 0.272
```

Its SMILES is CC(C)=N[C@H](CCCCO)OC=O.CCO.CCO.CCO.CCO.CCO.CCO.CCO. The orbital gap is 8.56 eV. For the HOMO energy, the calculation gives -8.1 eV. The energy comes out at -1718.64926 hartree. As for the spin multiplicity: 1. The total charge is 0.



C23H60BN4O19 | ωB97M-V/def2-TZVPD

Geometry as XYZ:
```
107
Properties=species:S:1:pos:R:3:mulliken_charge:R:1
O -2.145 -3.225 0.011 -0.629
C -1.198 -2.539 -0.307 0.611
O -0.172 -2.174 0.435 -0.433
B 0.769 -1.339 -0.399 0.912
O 0.184 -1.299 -1.796 -0.451
C -0.997 -1.880 -1.751 0.612
O -1.821 -1.890 -2.684 -0.665
O 2.146 -1.899 -0.448 -0.437
C 3.004 -0.909 -0.184 0.586
O 4.237 -0.960 -0.114 -0.638
C 2.134 0.300 0.319 0.588
O 0.853 0.039 0.118 -0.397
O 2.686 1.348 0.802 -0.665
C -8.395 -1.863 -0.979 -0.500
O -7.913 -0.991 -0.046 -0.462
H -9.311 -1.527 -1.465 0.209
H -7.606 -1.944 -1.726 0.202
H -8.520 -2.848 -0.530 0.233
H -8.221 -1.394 0.769 0.317
C 8.718 -4.806 -1.741 -0.458
O 8.292 -3.712 -2.435 -0.515
H 8.010 -5.634 -1.736 0.229
H 9.664 -5.224 -2.086 0.212
H 8.808 -4.415 -0.727 0.213
H 7.433 -3.365 -2.185 0.320
C 7.890 -2.126 4.637 -0.475
O 7.566 -2.692 5.932 -0.494
H 7.226 -1.343 4.271 0.237
H 8.925 -1.785 4.635 0.229
H 7.851 -2.997 3.983 0.200
H 8.047 -3.521 5.874 0.303
C 0.330 -6.350 5.134 -0.564
O 1.571 -6.303 4.429 -0.488
H -0.120 -5.367 5.269 0.242
H -0.336 -6.899 4.468 0.245
H 0.359 -6.634 6.186 0.253
H 1.374 -5.702 3.707 0.313
C 0.176 6.134 4.927 -0.471
O 1.185 6.407 3.931 -0.504
H -0.002 5.067 4.790 0.202
H 0.519 6.206 5.959 0.235
H -0.761 6.675 4.793 0.221
H 1.611 5.588 3.667 0.317
C -4.441 1.351 4.585 0.656
O -4.064 2.419 4.933 -0.642
N -5.394 0.709 5.205 -0.380
N -3.833 0.649 3.642 -0.359
H -5.744 -0.147 4.797 0.160
H -5.911 1.080 5.989 0.206
H -4.039 -0.301 3.371 0.171
H -2.941 1.025 3.354 0.190
C -2.566 -2.961 -9.886 0.650
O -1.622 -3.346 -10.530 -0.634
N -3.831 -3.276 -10.187 -0.400
N -2.364 -2.364 -8.674 -0.406
H -3.849 -3.805 -11.047 0.223
H -4.673 -3.032 -9.685 0.179
H -3.116 -2.130 -8.041 0.176
H -1.372 -2.311 -8.489 0.213
C -3.645 4.026 -2.573 -1.306
C -4.333 4.343 -1.261 0.560
C -3.451 5.014 -0.226 -1.203
O -5.384 5.170 -1.591 -0.552
H -3.350 4.920 -3.122 0.333
H -4.305 3.362 -3.133 0.295
H -2.763 3.390 -2.495 0.352
H -4.654 3.360 -0.917 0.269
H -3.233 6.066 -0.412 0.338
H -2.509 4.465 -0.216 0.292
H -3.981 5.019 0.726 0.286
H -6.164 4.737 -1.238 0.338
C -6.019 -8.984 1.424 -1.444
C -7.396 -8.360 1.472 0.713
C -8.355 -9.017 2.399 -1.246
O -7.164 -7.000 1.765 -0.563
H -5.443 -8.529 0.618 0.389
H -6.066 -10.063 1.276 0.363
H -5.459 -8.878 2.353 0.357
H -7.785 -8.424 0.456 0.140
H -8.515 -10.051 2.093 0.337
H -9.363 -8.608 2.465 0.320
H -7.883 -8.827 3.363 0.316
H -6.335 -6.698 1.388 0.317
C 3.285 4.689 -4.341 -1.157
C 2.531 5.676 -5.168 0.497
C 1.842 5.163 -6.415 -1.240
O 1.738 6.418 -4.266 -0.562
H 3.460 5.150 -3.368 0.339
H 4.274 4.397 -4.694 0.336
H 2.620 3.858 -4.106 0.285
H 3.271 6.313 -5.653 0.194
H 1.414 6.025 -6.927 0.310
H 1.095 4.376 -6.311 0.355
H 2.694 4.863 -7.025 0.342
H 0.904 6.036 -3.984 0.302
C 9.206 5.825 1.818 -1.217
C 7.991 5.816 2.801 0.461
C 8.222 6.656 4.002 -1.228
O 6.889 6.270 2.074 -0.551
H 9.488 6.782 1.380 0.302
H 8.995 5.232 0.928 0.316
H 10.149 5.373 2.125 0.376
H 7.889 4.783 3.134 0.240
H 8.493 7.640 3.622 0.308
H 9.020 6.255 4.627 0.353
H 7.243 6.700 4.480 0.301
H 6.552 5.499 1.611 0.339
```

The orbital gap is 9.20 eV. For the HOMO energy, the calculation gives -7.5 eV. The energy comes out at -2585.94802 hartree. As for the spin multiplicity: 1. The total charge is -1.